Record 1
2 unconnected molecules or ions with the total composition C2H8NOS. Source: OMol25; level of theory: ωB97M-V/def2-TZVPD.

Output
Energy above the lowest of the compared OMol25 structures with the same formula, charge and spin = 3.6 kcal/mol
Total charge = -1
E_HOMO = -3.107 eV
LUMO level = 3.996 eV

Bonds (Å) are listed after each position.
Positions of all 13 atoms, in Å:
1 N -1.496 0.739 -1.776  H4 1.014, C8 1.475, H11 1.015
2 H 1.206 -0.875 1.337  O12 1.005
3 H 0.864 0.756 -0.244  C9 1.105
4 H -0.882 1.532 -1.918  N1 1.014
5 H -0.540 0.439 0.756  C9 1.100
6 H -0.035 -0.737 -2.020  C8 1.096
7 H -1.370 -1.198 -0.969  C8 1.087
8 C -0.704 -0.379 -1.229  N1 1.475, H6 1.096, H7 1.087, C9 1.523
9 C 0.117 -0.020 0.002  H3 1.105, H5 1.100, C8 1.523, O12 1.395
10 H 2.453 -0.468 3.733  S13 1.343
11 H -2.141 1.045 -1.054  N1 1.015
12 O 0.726 -1.170 0.504  H2 1.005, C9 1.395
13 S 1.801 0.337 2.879  H10 1.343

=====

Record 2
2 unconnected molecules or ions with the total composition C2H8NOS in a non-equilibrium geometry. Source: OMol25; level of theory: ωB97M-V/def2-TZVPD.

Output
Energy above the lowest of the compared OMol25 structures with the same formula, charge and spin = 17.1 kcal/mol
E_HOMO (alpha / beta) = -9.304 / -9.076 eV
LUMO level (alpha / beta) = 0.841 / -2.131 eV
Spin multiplicity = 2

Bonds (Å) are listed after each position.
Positions of all 13 atoms, in Å:
1 O 2.152 -0.370 0.221  C3 1.492, H6 0.962
2 H -2.499 -0.120 -3.086  C10 1.100
3 C 1.922 0.346 1.510  O1 1.492, H5 1.084, N8 1.409, H12 1.099
4 H -1.695 -1.418 -2.252  C10 1.088
5 H 2.228 -0.429 2.203  C3 1.084
6 H 1.464 -1.041 0.176  O1 0.962
7 H -0.074 0.297 2.224  N8 1.002
8 N 0.612 0.821 1.716  C3 1.409, H7 1.002, H11 1.013
9 S -1.560 0.815 -1.068  C10 1.812
10 C -2.268 -0.509 -2.083  H2 1.100, H4 1.088, S9 1.812, H13 1.094
11 H 0.353 1.241 0.832  N8 1.013
12 H 2.610 1.177 1.301  C3 1.099
13 H -3.245 -0.810 -1.692  C10 1.094

=====

Record 3
A gas-phase ion, C2H8NOS (charge +1). Source: OMol25; level of theory: ωB97M-V/def2-TZVPD.

Output
Energy above the lowest of the compared OMol25 structures with the same formula, charge and spin = 52.7 kcal/mol
Total charge = +1
E_HOMO = -13.632 eV
LUMO level = -4.861 eV

Bonds (Å) are listed after each position.
Positions of all 13 atoms, in Å:
1 H 1.016 -0.178 -2.148  N2 1.012
2 N 0.015 -0.322 -2.109  H1 1.012, H11 1.012, C13 1.452
3 O 1.572 0.301 1.833  H8 0.970, S10 1.596
4 H 0.161 -1.244 0.333  C6 1.092
5 H -0.403 -0.114 2.749  S10 1.346
6 C -0.535 -0.403 0.364  H4 1.092, S10 1.792, H12 1.093, C13 1.551
7 H -1.623 0.577 -1.208  C13 1.090
8 H 2.088 1.117 1.740  O3 0.970
9 H -0.079 1.338 -0.882  C13 1.091
10 S 0.017 0.638 1.714  O3 1.596, H5 1.346, C6 1.792
11 H -0.131 -1.323 -2.075  N2 1.012
12 H -1.522 -0.760 0.667  C6 1.093
13 C -0.577 0.372 -0.979  N2 1.452, C6 1.551, H7 1.090, H9 1.091